(1)
C4H3N3S in the gas phase. Source: OMol25; level of theory: ωB97M-V with the def2-TZVPD basis set.

Atoms and positions in Å:
C1 -1.27 0.01 0.18
C2 -0.63 -1.29 0.60
C3 1.28 0.33 -0.75
C4 0.55 1.30 0.15
H1 -1.15 -1.85 1.47
H2 1.96 0.86 -1.49
H3 1.06 2.17 0.54
N1 0.50 -1.65 0.21
N2 1.05 -0.91 -0.91
N3 -0.60 1.13 0.59
S1 -2.73 -0.09 -0.60

Computed properties:
Orbital gap (eV): 7.951
LUMO energy (eV): -1.2
SMILES string: S=c1cnnccn1

=====

(2)
C4H3N3S2 in the gas phase. Source: OMol25; level of theory: ωB97M-V with the def2-TZVPD basis set.

Atoms and positions in Å:
C1 -1.14 -1.11 1.86
C2 -0.34 2.71 -1.46
C3 0.54 -0.98 -0.90
C4 0.22 -0.75 1.97
N1 -2.23 -1.44 1.74
N2 -0.70 3.78 -1.65
N3 -0.11 1.42 -1.35
S1 1.43 -1.12 0.87
S2 1.19 0.55 -1.44
H1 0.84 -1.77 -1.69
H2 -0.45 -0.91 -0.85
H3 0.73 -0.39 2.88

Computed properties:
Orbital gap (spin up / spin down) (eV): 7.379 / 6.691
LUMO energy (spin up / spin down) (eV): -1.7 / -2.0

=====

(3)
A 2-piece molecular cluster, C4H3N3Si overall. Source: OMol25; level of theory: ωB97M-V with the def2-TZVPD basis set.

Atoms and positions in Å:
C1 0.73 -1.44 -2.39
C2 -1.12 1.46 -0.31
C3 -0.80 -1.33 0.60
C4 0.75 1.12 2.09
N1 1.00 -0.65 -1.60
N2 -1.54 2.11 -1.16
N3 -1.44 -2.26 0.48
Si1 -0.13 0.39 0.69
H1 1.17 0.45 2.78
H2 0.51 -2.01 -3.24
H3 0.88 2.15 2.06

Computed properties:
Orbital gap (spin up / spin down) (eV): 8.166 / 8.165
LUMO energy (spin up / spin down) (eV): -0.7 / -0.7
SMILES string: C=[Si](C#N)C#N.C#N

=====

Listing energy relative to the best compared isomer or geometry (same formula, charge and spin) for the structures above in their given order: 282.81, 296.77, 0.00 kJ/mol.
Listing largest force on an atom for the structures above in their given order: 3.0, 5.5, 5.3 eV/A.